Record 1
96
Properties=species:S:1:pos:R:3:mulliken_charge:R:1 method="wB97M-V/def2-TZVPD" multiplicity=2 total_charge=+3 s2=0.79 homo_lumo_gap_ev="4.765 / 3.727"
Ir 1.822 -2.221 -1.098 1.9988
S 4.097 -1.424 -1.368 -0.1885
C 4.071 -0.357 -0.003 0.8224
C 4.902 0.764 -0.024 -0.7471
C 4.895 1.680 1.018 0.5659
C 5.684 2.849 0.927 -0.0113
N 6.294 3.810 0.815 -0.5019
C 4.058 1.471 2.137 0.0460
C 3.280 0.325 2.196 -0.4326
C 3.254 -0.579 1.137 0.3613
S 2.188 -1.937 1.292 -0.1265
C 3.930 2.461 3.142 -0.4455
N 3.730 3.287 3.908 -0.4160
H 5.546 0.928 -0.876 0.5813
H 2.675 0.124 3.067 0.6114
C -7.229 -1.097 -1.327 -1.6180
C -5.747 -1.187 -1.354 0.7523
C -5.078 -2.144 -0.590 -1.1260
C -3.697 -2.207 -0.572 -0.4597
C -2.965 -1.309 -1.333 0.5267
C -3.611 -0.369 -2.127 -0.2353
C -4.990 -0.311 -2.138 -0.6897
S -1.177 -1.121 -1.235 0.5700
O -0.556 -2.514 -1.372 -0.7277
C -1.175 -0.841 0.560 0.5991
C -0.946 -1.899 1.442 -0.7729
C -0.801 -1.657 2.786 -0.6101
C -0.849 -0.343 3.290 0.7379
C -0.537 -0.047 4.636 -1.1506
C -0.504 1.252 5.081 -0.7771
C -0.827 2.302 4.213 -0.9750
C -1.173 2.048 2.909 -0.7115
C -1.158 0.730 2.404 1.4309
C -1.346 0.451 1.024 -0.8943
C -1.588 1.511 0.025 -0.3565
C -2.847 2.127 -0.187 1.1259
C -3.965 1.863 0.633 -0.7366
C -5.150 2.527 0.427 -0.9990
C -5.282 3.438 -0.630 -0.7945
C -4.218 3.700 -1.460 -1.0904
C -2.969 3.071 -1.249 1.0356
C -1.847 3.370 -2.049 -1.4181
C -0.623 2.797 -1.799 -1.1585
C -0.511 1.877 -0.758 0.3260
S 1.047 1.103 -0.246 2.2099
O 1.317 0.072 -1.314 -1.0129
C 2.093 2.529 -0.561 0.1032
C 2.869 2.689 -1.700 -0.4018
C 3.660 3.815 -1.819 -0.8320
C 3.718 4.773 -0.797 0.5380
C 4.668 5.899 -0.868 -1.3227
C 2.902 4.598 0.333 -0.7932
C 2.102 3.484 0.453 -1.0297
H -7.645 -1.629 -0.477 0.3967
H -7.654 -1.534 -2.230 0.3432
H -7.547 -0.058 -1.299 0.3768
H -5.648 -2.842 0.007 0.4290
H -3.196 -2.944 0.038 0.3718
H -3.029 0.311 -2.728 0.5257
H -5.494 0.415 -2.758 0.4847
H -0.866 -2.897 1.043 0.5110
H -0.616 -2.468 3.473 0.4817
H -0.306 -0.862 5.304 0.5126
H -0.230 1.472 6.100 0.4734
H -0.811 3.316 4.580 0.5015
H -1.439 2.858 2.246 0.6456
H -3.864 1.162 1.449 0.6179
H -5.984 2.356 1.090 0.5318
H -6.221 3.947 -0.779 0.4789
H -4.319 4.408 -2.269 0.5276
H -1.949 4.091 -2.845 0.4986
H 0.245 3.069 -2.380 0.6525
H 2.846 1.935 -2.470 0.5545
H 4.243 3.960 -2.715 0.4802
H 4.973 6.126 -1.886 0.4186
H 5.577 5.620 -0.315 0.2314
H 4.281 6.791 -0.380 0.4091
H 2.912 5.338 1.119 0.4673
H 1.482 3.342 1.327 0.6594
N -0.643 -5.193 -2.166 -0.0937
C 0.062 -5.774 -1.008 -0.6841
P 1.855 -5.647 -1.569 1.0564
O 1.781 -5.744 -3.038 -0.8346
O 2.508 -4.413 -0.958 -1.0065
C 2.841 -7.021 -0.733 -0.6444
N 4.206 -6.461 -0.608 -0.2136
H -0.738 -4.157 -2.038 0.1473
H -1.552 -5.615 -2.364 0.4214
H 0.025 -5.366 -2.971 0.5035
H -0.234 -6.810 -0.845 0.5554
H -0.114 -5.198 -0.102 0.0927
H 2.832 -7.933 -1.330 0.3822
H 2.441 -7.225 0.260 0.3863
H 4.062 -5.420 -0.590 0.1949
H 4.786 -6.694 -1.424 0.3840
H 4.701 -6.771 0.237 0.3917

=====

Record 2
10
Properties=species:S:1:pos:R:3:mulliken_charge:R:1 method="wB97M-V/def2-TZVPD" multiplicity=1 relative_energy_kj_mol=173.8 total_charge=0 homo_lumo_gap_ev=9.272
C -1.061 -0.382 0.069 0.3993
C 1.322 -0.430 -0.066 0.4893
N 0.150 -1.104 -0.011 -0.0866
N -0.789 0.949 0.112 -0.3568
O -2.132 -0.885 0.192 -0.5474
O 2.399 -0.909 -0.119 -0.5166
P 0.873 1.337 0.156 -0.0401
H -0.029 -2.075 0.099 0.1821
H -1.759 1.746 0.857 0.3965
H 1.024 1.753 -1.290 0.0805

=====

Record 3
42
Properties=species:S:1:pos:R:3:mulliken_charge:R:1 method="wB97M-V/def2-TZVPD" multiplicity=1 relative_energy_kj_mol=528.3 total_charge=0 homo_lumo_gap_ev=9.966
H -0.291 -0.029 -1.121 0.2719
H 0.696 -0.826 -0.285 0.3258
H -2.772 2.894 1.901 0.3204
H -1.344 2.655 2.363 0.2772
H -1.501 4.074 -2.956 0.2854
H -0.339 3.664 -3.845 0.3914
H -2.692 -0.625 -1.765 0.2934
H -2.758 0.040 -0.400 0.2092
H 4.082 -3.574 1.058 0.2719
H 4.087 -2.866 2.403 0.3676
H -0.351 -3.984 2.374 0.2989
H -0.683 -2.682 3.084 0.2900
H 5.682 0.644 0.112 0.3025
H 4.797 -0.590 0.179 0.3357
H -1.412 -2.235 -1.900 0.2891
H -0.765 -2.276 -0.525 0.3540
H 0.370 1.978 -4.026 0.3518
H -0.752 1.972 -5.052 0.3555
H -0.608 3.168 -1.795 0.3438
H -1.948 2.474 -1.975 0.3411
H 1.809 -2.434 2.761 0.3464
H 1.919 -3.856 2.236 0.2633
H 0.839 4.197 -0.036 0.2975
H -0.340 3.383 0.471 0.3129
H 1.885 0.328 3.623 0.2927
H 0.366 0.291 3.623 0.3135
H -4.691 -2.907 -0.330 0.2669
H -3.439 -3.532 0.265 0.2827
O -0.163 -0.392 -0.238 -0.6197
O -2.123 3.192 2.548 -0.6009
O -1.278 3.505 -3.701 -0.6437
O -2.623 -0.815 -0.823 -0.5547
O 4.282 -2.726 1.470 -0.6076
O -0.489 -3.044 2.212 -0.5847
O 4.944 0.213 -0.333 -0.6499
O -0.887 -2.802 -1.323 -0.6343
O 0.082 2.407 -4.840 -0.7179
O -1.241 2.606 -1.334 -0.6841
O 2.436 -3.158 2.655 -0.6181
O -0.097 4.270 0.182 -0.6262
O 1.131 0.084 3.074 -0.5980
O -3.817 -2.683 0.009 -0.5126

=====

Record 4
42
Properties=species:S:1:pos:R:3:mulliken_charge:R:1 method="wB97M-V/def2-TZVPD" multiplicity=2 relative_energy_kj_mol=0.0 total_charge=+1 s2=0.75 homo_lumo_gap_ev="8.439 / 1.836"
C -3.255 1.620 1.117 -1.1724
C -2.445 0.749 0.210 0.0360
O -1.695 -0.131 1.033 -0.6091
H -2.618 2.340 1.631 0.2042
H -3.731 1.074 1.932 0.3248
H -4.126 2.079 0.650 0.3763
H -1.780 1.321 -0.437 0.2056
H -3.110 0.170 -0.431 0.2890
H -2.314 -0.628 1.572 0.2986
C -0.715 -4.034 -2.558 -1.0717
C -0.152 -4.038 -1.109 0.2059
O -0.193 -5.371 -0.636 -0.1560
H -0.811 -2.997 -2.882 0.2912
H -1.651 -4.569 -2.718 0.3772
H -0.039 -4.564 -3.229 0.3639
H -0.694 -3.327 -0.484 0.2378
H 0.844 -3.622 -1.262 0.3107
H -0.230 -5.361 0.323 0.4338
O 0.436 -0.677 -0.602 -0.5127
H -0.311 -0.304 -0.134 0.2479
H 0.282 -0.451 -1.519 0.3513
O 3.024 1.135 -2.621 -0.6661
H 2.072 1.148 -2.717 0.3108
H 3.171 0.824 -1.727 0.3935
O 0.147 0.423 -3.175 -0.6619
H 0.389 -0.197 -3.863 0.3201
H -0.769 0.634 -3.355 0.2841
O 2.998 -0.184 0.096 -0.7717
H 2.812 0.603 0.608 0.3839
H 2.152 -0.624 0.017 0.3284
C 0.320 2.113 3.323 -1.4026
C 1.047 1.690 1.983 0.8499
C 1.278 2.822 1.014 -1.0450
O 2.300 1.222 2.401 -0.6075
H 0.662 1.525 4.175 0.3665
H -0.763 2.154 3.209 0.2600
H 0.493 3.175 3.503 0.3945
H 0.493 0.854 1.556 -0.1285
H 0.322 3.345 0.985 0.3618
H 1.482 2.473 0.002 0.2741
H 2.010 3.568 1.326 0.3346
H 2.668 2.018 2.790 0.3888

=====

Record 5
90
Properties=species:S:1:pos:R:3:mulliken_charge:R:1 method="wB97M-V/def2-TZVPD" multiplicity=1 total_charge=+1 homo_lumo_gap_ev=9.686
Sr 0.031 -0.434 0.107 2.1308
B 0.330 -3.630 -0.004 0.3130
F -0.412 -4.528 -0.731 -0.2576
F 0.895 -2.628 -0.816 -0.1622
F -0.645 -2.880 0.861 -0.4847
F 1.371 -4.128 0.765 -0.3495
C -2.120 -2.296 -1.918 -0.0545
O -1.892 -1.202 -1.392 -0.8146
N -2.990 -3.229 -1.537 0.2780
C -3.042 -4.538 -2.088 -0.9548
C -3.824 -3.013 -0.370 -0.7453
H -1.486 -2.606 -2.766 0.3059
H -2.702 -5.346 -1.420 0.3102
H -2.438 -4.691 -3.018 0.2959
H -4.046 -4.813 -2.351 0.3572
H -3.716 -1.959 -0.172 -0.1161
H -4.898 -3.241 -0.623 0.4108
H -3.670 -3.715 0.475 0.3264
C -1.447 2.067 -2.144 -0.1272
O -1.360 1.628 -1.013 -0.1076
N -1.972 3.247 -2.416 0.1815
C -1.843 3.758 -3.766 -1.0631
C -2.316 4.192 -1.389 -0.8605
H -1.120 1.440 -2.968 0.2081
H -2.751 4.287 -4.177 0.3479
H -1.768 2.948 -4.458 0.3904
H -1.000 4.469 -3.945 0.3309
H -2.557 5.119 -1.788 0.4545
H -3.194 3.860 -0.805 0.1675
H -1.460 4.361 -0.776 0.2659
C -3.174 0.404 1.345 -0.2123
O -1.980 0.204 1.326 0.0460
N -3.786 1.517 1.829 0.3138
C -2.917 2.530 2.407 -1.0561
C -5.217 1.831 1.813 -1.0019
H -3.931 -0.315 1.031 0.2327
H -3.387 3.486 2.489 0.4359
H -2.028 2.615 1.806 0.2004
H -2.545 2.273 3.427 0.2159
H -5.333 2.777 1.337 0.3379
H -5.806 1.091 1.256 0.3112
H -5.525 1.895 2.871 0.3574
C 3.230 -1.610 1.003 0.0643
O 2.739 -0.738 0.269 -0.5468
N 4.219 -2.441 0.620 0.2519
C 4.693 -3.632 1.394 -0.9917
C 4.854 -2.272 -0.696 -1.0010
H 2.738 -1.741 1.970 0.2786
H 4.182 -4.472 0.936 0.3581
H 4.413 -3.594 2.428 0.3342
H 5.767 -3.681 1.448 0.3314
H 4.242 -2.700 -1.487 0.2419
H 4.877 -1.236 -0.918 0.3162
H 5.875 -2.660 -0.739 0.3788
C 2.152 -0.671 -2.876 0.1718
O 1.213 0.024 -2.449 -0.4362
N 3.155 -0.177 -3.655 0.2393
C 4.144 -1.126 -4.161 -1.1206
C 3.330 1.171 -4.151 -0.8554
H 2.236 -1.804 -2.761 0.1324
H 4.003 -2.150 -3.761 0.3793
H 5.158 -0.788 -3.843 0.3203
H 4.042 -1.192 -5.234 0.4117
H 3.695 1.829 -3.355 0.2250
H 3.984 1.209 -5.056 0.3430
H 2.296 1.523 -4.384 0.2927
C -0.082 -1.707 3.368 0.1258
O 0.506 -0.891 2.711 -0.6806
N -1.054 -1.536 4.314 0.3379
C -1.505 -2.572 5.158 -0.9711
C -1.305 -0.181 4.639 -0.6964
H 0.190 -2.778 3.284 0.1771
H -1.162 -2.424 6.191 0.3575
H -1.113 -3.496 4.774 0.3363
H -2.589 -2.650 5.175 0.3199
H -2.248 -0.076 5.147 0.3974
H -0.582 0.245 5.327 0.3852
H -1.408 0.417 3.729 -0.2364
C 1.178 2.921 1.326 0.0829
O 1.091 1.795 0.887 -0.6329
N 1.960 3.901 0.831 0.2525
C 1.944 5.267 1.390 -0.8738
C 2.848 3.551 -0.233 -0.9540
H 0.544 3.226 2.196 0.2856
H 1.742 5.940 0.549 0.3273
H 2.912 5.478 1.928 0.3070
H 1.119 5.265 2.125 0.2600
H 2.570 3.907 -1.269 0.2648
H 3.856 4.016 -0.139 0.3733
H 3.017 2.503 -0.244 0.1772